No. 1
Molecular formula: C2H4NOS
Method: DFT, wB97M-V/def2-TZVPD

```
9
Properties=species:S:1:pos:R:3
C 0.2434 0.4389 -0.5537
C 0.5649 -0.5902 0.5205
N -1.2064 0.0528 -0.8432
O -1.9488 1.0866 0.5832
S -0.9783 -1.4583 -0.1702
H 0.3868 1.4134 -0.1333
H 0.8713 0.2916 -1.4804
H 1.5286 -1.1224 0.4869
H 0.5384 -0.1125 1.5902
```

Calculated values
Charge: -1
Orbital gap (alpha / beta) in eV: 6.64 / 6.64
Relative energy (zero: lowest compared OMol25 entry of this formula, charge and spin) in kcal per mole: 75.41

Atom charges from the Löwdin analysis, given in e for atoms 1 to 4: C -0.437; C -0.445; N -0.496; O -0.568


No. 2
Molecular formula: C17H12ClF6N4O5ReS2Se2
Method: DFT, wB97M-V/def2-TZVPD

```
50
Properties=species:S:1:pos:R:3
Re 0.7855 0.0177 0.3306
F -1.0083 -4.6118 1.3569
C -1.1024 -3.7008 2.3164
F -1.1735 -4.2895 3.4938
F -2.2018 -2.9709 2.1153
S 0.3892 -2.6257 2.2382
O 0.2169 -2.0060 0.9048
O 1.5047 -3.4752 2.4229
N 0.1913 -1.6172 3.4111
S -0.1021 -0.1050 3.5112
O 0.2975 0.4553 4.7457
O 0.3521 0.6624 2.3101
C -1.9274 0.0764 3.4689
F -2.2452 1.3561 3.6162
F -2.3992 -0.3515 2.2919
F -2.4664 -0.6381 4.4375
Se -1.6506 2.7712 0.3245
Se -0.3856 3.0339 -1.6086
C 1.3284 3.0249 -0.7523
C 2.1002 4.1609 -0.9316
C 3.3060 4.2811 -0.2643
C 3.6757 3.2717 0.6014
C 2.8649 2.1600 0.7201
N 1.7187 2.0001 0.0252
C -2.3477 1.0513 -0.1616
C -3.7077 0.9312 -0.3836
C -4.2253 -0.3041 -0.7384
C -3.3608 -1.3736 -0.8746
C -2.0164 -1.1759 -0.6266
N -1.5067 0.0116 -0.2597
H 1.7297 4.9534 -1.5659
H 3.9198 5.1622 -0.3937
H 4.5817 3.3227 1.1873
H 3.1422 1.3450 1.3668
H -4.3407 1.8020 -0.2906
H -5.2860 -0.4206 -0.9167
H -3.7089 -2.3563 -1.1588
H -1.3119 -1.9916 -0.6936
O 2.3838 -0.4978 0.6034
Cl -0.7610 -0.1915 -5.2275
C 0.3944 -0.6530 -4.0384
C 1.5005 -1.4145 -4.3659
C 2.3804 -1.7368 -3.3480
C 2.1338 -1.3021 -2.0619
N 1.0546 -0.5582 -1.7473
C 0.2026 -0.2412 -2.7327
H 1.6635 -1.7407 -5.3839
H 3.2626 -2.3296 -3.5412
H 2.8006 -1.5439 -1.2490
H -0.6455 0.3720 -2.4836
```

Calculated values
Charge: +1
Orbital gap (alpha / beta) in eV: 6.83 / 7.59
2S+1: 2
Relative energy (zero: lowest compared OMol25 entry of this formula, charge and spin) in kcal per mole: 1.24
⟨S²⟩: 0.754

Atom charges from the Löwdin analysis, given in e for atoms 1 to 4: Re 1.462; F 0.166; C -0.679; F 0.183


No. 3
Molecular formula: H20O10
Method: DFT, wB97M-V/def2-TZVPD

```
30
Properties=species:S:1:pos:R:3
O -2.1240 -1.6323 -3.0245
H -2.3627 -2.5579 -3.0738
H -2.9526 -1.1648 -3.1303
O -0.5464 4.2372 1.4322
H -0.0736 4.7792 0.8006
H -1.2314 4.8110 1.7755
O -3.7741 -5.1805 -1.4464
H -4.5721 -5.6142 -1.7486
H -4.0622 -4.6262 -0.7211
O 4.9228 -1.7171 0.3657
H 4.0253 -1.9027 0.0895
H 5.2311 -2.5389 0.7477
O 1.6793 -4.0664 2.5460
H 1.1875 -3.2872 2.2868
H 2.4381 -3.7250 3.0191
O 0.8474 2.9559 5.2092
H 1.5454 3.5477 5.4899
H 0.7574 3.1191 4.2704
O -4.2841 2.3530 -0.6117
H -4.3406 2.6894 -1.5061
H -3.7206 2.9779 -0.1555
O 3.8126 2.3169 1.5992
H 2.8575 2.3014 1.5367
H 4.0935 1.5010 1.1850
O -0.1165 -0.3961 0.3229
H -0.6199 0.3511 0.6463
H -0.6527 -0.7596 -0.3818
O 0.9879 0.6431 -5.8880
H 0.6238 0.3112 -5.0673
H 0.4239 0.2739 -6.5675
```

Calculated values
Charge: 0
Orbital gap in eV: 11.33
Relative energy (zero: lowest compared OMol25 entry of this formula, charge and spin) in kcal per mole: 81.10
SMILES string: O.O.O.O.O.O.O.O.O.O

Atom charges from the Löwdin analysis, given in e for atoms 1 to 4: O -0.051; H 0.027; H 0.029; O -0.053


No. 4
Molecular formula: C5H6CoO3
Method: DFT, wB97M-V/def2-TZVPD

```
15
Properties=species:S:1:pos:R:3
O 2.6707 0.7847 -0.4950
C 1.6213 0.1870 -0.3668
O 0.4798 0.6068 -0.8731
O 1.4905 -0.9364 0.3090
C 0.1113 -1.3309 0.3528
C -0.5739 -0.3592 -0.6208
C -1.7886 0.3258 -0.0701
C -1.7060 1.3031 0.8724
Co 4.5469 0.3937 0.1135
H -0.2422 -1.2180 1.3847
H 0.0333 -2.3753 0.0385
H -0.7970 -0.8422 -1.5805
H -2.6955 -0.2942 0.0021
H -2.3690 1.8694 -0.0272
H -0.7816 1.8856 0.9604
```

Calculated values
Charge: +1
Orbital gap (alpha / beta) in eV: 9.07 / 5.47
2S+1: 5
Relative energy (zero: lowest compared OMol25 entry of this formula, charge and spin) in kcal per mole: 64.33
⟨S²⟩: 6.005

Atom charges from the Löwdin analysis, given in e for atoms 1 to 4: O -0.067; C -0.545; O 0.136; O 0.089


No. 5
Molecular formula: CH29NO15
Method: DFT, wB97M-V/def2-TZVPD

```
46
Properties=species:S:1:pos:R:3
N -2.9760 2.4145 -1.9194
H -2.2070 1.8495 -1.5094
H -3.7180 1.7345 -2.0304
H -2.5220 2.5095 -2.8234
H -3.1330 3.2125 -1.6114
C -0.0970 0.1935 -0.0784
O -0.6440 0.0285 1.0866
O 0.3260 -1.0465 -0.5854
O -0.0110 1.1805 -0.6074
H 0.5490 -1.8955 -0.0744
O -0.4260 3.3015 1.1096
H -0.8290 3.6415 0.3356
H -0.3310 2.4195 0.7776
O 2.2750 0.0635 -2.8074
H 1.6980 0.0535 -2.0674
H 3.2510 -0.0345 -2.5384
O -1.6370 -0.1965 -3.0554
H -0.8020 -0.3175 -2.6674
H -1.4720 0.0085 -3.9344
O -2.9440 -1.1555 1.8946
H -2.1190 -0.7895 1.6776
H -3.4200 -0.5115 2.4076
O 2.9580 1.4005 0.2506
H 3.2190 1.5005 -0.5784
H 2.1290 1.2335 0.0866
O 1.0960 -0.3615 2.8586
H 1.2310 0.4285 3.5186
H 0.5030 0.1225 2.3216
O -3.5160 1.6125 1.0326
H -2.6670 1.3725 1.0886
H -3.6290 0.8405 0.5586
O 0.8020 2.8845 -2.4444
H 1.7190 2.7585 -2.5314
H 0.4830 2.0875 -1.9644
O 3.9480 -1.8545 -0.6734
H 3.4330 -1.9435 0.0546
H 3.3140 -2.0265 -1.4944
O -0.2930 -3.5855 0.4036
H -0.2840 -3.7385 -0.6604
H 0.6470 -3.8615 0.6286
O -0.0860 -2.6645 3.5836
H -0.9760 -2.9625 3.3516
H -0.0330 -1.6735 3.3546
O 2.4210 -2.8345 1.6746
H 2.8690 -3.3225 2.4676
H 1.9030 -2.0745 2.1316
```

Calculated values
Charge: 0
Orbital gap in eV: 8.83
Relative energy (zero: lowest compared OMol25 entry of this formula, charge and spin) in kcal per mole: 51.02

Atom charges from the Löwdin analysis, given in e for atoms 1 to 4: N 0.388; H 0.133; H 0.164; H 0.158


No. 6
Molecular formula: C2HN5O
Method: DFT, wB97M-V/def2-TZVPD

```
9
Properties=species:S:1:pos:R:3
O -2.1849 -0.6657 0.7205
C -1.2335 -0.4348 -0.0171
N -0.9205 0.7900 -0.3851
C 0.3151 1.0903 -0.1859
N 1.2206 0.4328 0.5463
N 1.4361 -0.7990 0.6339
N 0.9064 -1.4633 -0.2887
N -0.2074 -1.1640 -0.7384
H 0.6680 2.2137 -0.2856
```

Calculated values
Charge: 0
Orbital gap in eV: 7.99
Relative energy (zero: lowest compared OMol25 entry of this formula, charge and spin) in kcal per mole: 92.21
SMILES string: O=c1ncnnnn1

Atom charges from the Löwdin analysis, given in e for atoms 1 to 4: O 0.135; C -0.537; N 0.185; C -0.194